The following is a DFT calculation (wB97M-V/def2-TZVPD) of a 11-piece molecular cluster, C37H102N6O15 overall.

E_LUMO (spin up / spin down), eV: -2.134 / -7.380
Kohn-Sham gap (spin up / spin down), eV: 8.17 / 2.92
Multiplicity: 2
Net charge: +1

Last columns: bonded neighbours and bond lengths (Å).
Element x y z (Å)
1 C 22.393 -1.904 -8.582  O2 1.419, H10 1.090, H11 1.090, H12 1.090
2 O 22.892 -1.254 -9.740  C1 1.419, C3 1.427
3 C 22.017 -0.590 -10.650  O2 1.427, C4 1.489, H13 1.090, H14 1.090
4 C 22.110 0.892 -10.557  C3 1.489, N5 1.456, H15 1.090, H16 1.090
5 N 21.125 1.749 -11.200  C4 1.456, C6 1.441, H17 1.010
6 C 20.994 1.427 -12.599  N5 1.441, C7 1.572, H18 1.090, H19 1.090
7 C 20.755 2.769 -13.383  C6 1.572, O8 1.467, H20 1.090, H21 1.090
8 O 20.900 2.593 -14.832  C7 1.467, C9 1.473
9 C 21.057 3.922 -15.447  O8 1.473, H22 1.090, H23 1.090, H24 1.090
10 H 21.680 -2.679 -8.864  C1 1.090
11 H 21.888 -1.203 -7.918  C1 1.090
12 H 23.310 -2.212 -8.079  C1 1.090
13 H 20.987 -0.926 -10.527  C3 1.090
14 H 22.269 -0.929 -11.655  C3 1.090
15 H 23.159 0.929 -10.850  C4 1.090
16 H 22.180 1.331 -9.561  C4 1.090
17 H 20.272 1.653 -10.668  N5 1.010
18 H 20.235 0.694 -12.871  C6 1.090
19 H 21.861 1.043 -13.136  C6 1.090
20 H 21.382 3.560 -12.971  C7 1.090
21 H 19.690 2.886 -13.180  C7 1.090
22 H 22.032 4.358 -15.232  C9 1.090
23 H 20.361 4.727 -15.209  C9 1.090
24 H 20.915 3.754 -16.515  C9 1.090
25 C 14.135 -5.322 -15.033  O26 1.444, H34 1.090, H35 1.090, H36 1.090
26 O 15.449 -5.503 -14.463  C25 1.444, C27 1.292
27 C 15.371 -5.340 -13.184  O26 1.292, C28 1.508, H37 1.090, H38 1.090
28 C 16.749 -5.359 -12.572  C27 1.508, N29 1.494, H39 1.090, H40 1.090
29 N 17.541 -6.608 -12.786  C28 1.494, C30 1.473, H41 1.010
30 C 17.161 -7.563 -11.732  N29 1.473, C31 1.568, H42 1.090, H43 1.090
31 C 17.828 -7.319 -10.335  C30 1.568, O32 1.418, H44 1.090, H45 1.090
32 O 17.231 -8.157 -9.359  C31 1.418, C33 1.372
33 C 17.535 -9.494 -9.319  O32 1.372, H46 1.090, H47 1.090, H48 1.090
34 H 14.100 -4.936 -16.052  C25 1.090
35 H 13.497 -4.581 -14.551  C25 1.090
36 H 13.685 -6.311 -14.947  C25 1.090
37 H 14.808 -6.217 -12.865  C27 1.090
38 H 14.870 -4.457 -12.786  C27 1.090
39 H 16.739 -5.071 -11.521  C28 1.090
40 H 17.255 -4.575 -13.136  C28 1.090
41 H 17.123 -6.997 -13.619  N29 1.010
42 H 17.595 -8.533 -11.978  C30 1.090
43 H 16.143 -7.792 -11.419  C30 1.090
44 H 17.682 -6.275 -10.058  C31 1.090
45 H 18.891 -7.520 -10.464  C31 1.090
46 H 16.835 -9.951 -8.619  C33 1.090
47 H 18.546 -9.597 -8.924  C33 1.090
48 H 17.545 -10.101 -10.224  C33 1.090
49 C 10.385 -0.615 -3.745  O50 1.453, H58 1.090, H59 1.090, H60 1.090
50 O 11.740 -0.253 -4.126  C49 1.453, C51 1.411
51 C 11.779 0.316 -5.416  O50 1.411, C52 1.526, H61 1.090, H62 1.090
52 C 13.175 0.783 -5.818  C51 1.526, N53 1.477, H63 1.090, H64 1.090
53 N 13.841 -0.464 -6.246  C52 1.477, C54 1.466, H65 1.010
54 C 15.283 -0.223 -6.349  N53 1.466, C55 1.524, H66 1.090, H67 1.090
55 C 15.870 -1.590 -6.680  C54 1.524, O56 1.492, H68 1.090, H69 1.090
56 O 15.781 -2.697 -5.683  C55 1.492, C57 1.372
57 C 16.244 -3.938 -6.042  O56 1.372, H70 1.090, H71 1.090, H72 1.090
58 H 9.810 0.259 -3.438  C49 1.090
59 H 10.540 -1.106 -2.785  C49 1.090
60 H 9.725 -1.139 -4.436  C49 1.090
61 H 11.298 1.294 -5.422  C51 1.090
62 H 11.312 -0.176 -6.269  C51 1.090
63 H 13.610 1.420 -5.047  C52 1.090
64 H 13.175 1.398 -6.718  C52 1.090
65 H 13.754 -1.034 -5.418  N53 1.010
66 H 15.780 0.068 -5.423  C54 1.090
67 H 15.626 0.477 -7.111  C54 1.090
68 H 16.916 -1.357 -6.882  C55 1.090
69 H 15.469 -1.971 -7.619  C55 1.090
70 H 16.062 -4.508 -5.131  C57 1.090
71 H 17.327 -3.915 -6.160  C57 1.090
72 H 15.847 -4.324 -6.981  C57 1.090
73 C 22.526 -7.275 -18.098  O74 1.393, H82 1.090, H83 1.090, H84 1.090
74 O 22.387 -5.989 -18.613  C73 1.393, C75 1.494
75 C 22.397 -5.910 -20.105  O74 1.494, C76 1.549, H85 1.090, H86 1.090
76 C 22.904 -4.576 -20.707  C75 1.549, N77 1.428, H87 1.090, H88 1.090
77 N 22.212 -3.501 -20.072  C76 1.428, C78 1.480, H89 1.010
78 C 22.751 -2.283 -20.717  N77 1.480, C79 1.565, H90 1.090, H91 1.090
79 C 22.263 -0.938 -20.082  C78 1.565, O80 1.442, H92 1.090, H93 1.090
80 O 22.950 -0.821 -18.820  C79 1.442, C81 1.490
81 C 22.044 -0.106 -17.876  O80 1.490, H94 1.090, H95 1.090, H96 1.090
82 H 21.795 -8.026 -18.398  C73 1.090
83 H 22.581 -7.384 -17.015  C73 1.090
84 H 23.414 -7.793 -18.461  C73 1.090
85 H 21.430 -6.019 -20.596  C75 1.090
86 H 22.999 -6.683 -20.582  C75 1.090
87 H 22.804 -4.489 -21.789  C76 1.090
88 H 23.953 -4.613 -20.412  C76 1.090
89 H 22.510 -3.427 -19.110  N77 1.010
90 H 22.305 -2.130 -21.700  C78 1.090
91 H 23.838 -2.331 -20.668  C78 1.090
92 H 21.178 -1.019 -20.010  C79 1.090
93 H 22.546 -0.060 -20.661  C79 1.090
94 H 21.305 -0.793 -17.465  C81 1.090
95 H 21.591 0.824 -18.219  C81 1.090
96 H 22.503 0.336 -16.992  C81 1.090
97 C 14.427 -0.664 -14.531  O98 1.428, H99 1.090, H100 1.090, H101 1.090
98 O 14.653 -2.065 -14.376  C97 1.428, H102 0.960
99 H 14.189 -0.206 -13.571  C97 1.090
100 H 15.317 -0.167 -14.916  C97 1.090
101 H 13.545 -0.560 -15.162  C97 1.090
102 H 15.560 -2.260 -14.624  O98 0.960
103 C 17.450 -4.910 -16.411  O104 1.410, H105 1.090, H106 1.090, H107 1.090
104 O 17.209 -3.894 -15.463  C103 1.410, H108 0.960
105 H 17.876 -5.761 -15.879  C103 1.090
106 H 16.534 -5.159 -16.948  C103 1.090
107 H 18.096 -4.621 -17.240  C103 1.090
108 H 16.499 -4.063 -14.839  O104 0.960
109 C 21.214 -4.527 -14.609  O110 1.372, H111 1.090, H112 1.090, H113 1.090
110 O 21.707 -5.159 -13.496  C109 1.372, H114 0.960
111 H 21.110 -5.197 -15.463  C109 1.090
112 H 20.407 -3.879 -14.267  C109 1.090
113 H 21.878 -3.723 -14.926  C109 1.090
114 H 21.019 -5.710 -13.114  O110 0.960
115 C 17.308 1.793 -9.915  O116 1.455, H117 1.090, H118 1.090, H119 1.090
116 O 18.719 1.693 -9.574  C115 1.455, H120 0.960
117 H 16.892 2.796 -9.827  C115 1.090
118 H 17.053 1.320 -10.863  C115 1.090
119 H 16.936 1.134 -9.130  C115 1.090
120 H 18.682 1.084 -8.833  O116 0.960
121 C 13.908 -4.769 -9.643  O122 1.425, H123 1.090, H124 1.090, H125 1.090
122 O 14.813 -3.706 -9.931  C121 1.425, H126 0.960
123 H 14.356 -5.615 -10.165  C121 1.090
124 H 13.582 -4.723 -8.604  C121 1.090
125 H 13.007 -4.488 -10.188  C121 1.090
126 H 14.569 -2.872 -9.525  O122 0.960
127 C 17.978 -1.320 -18.592  C128 1.562, H133 1.090, H134 1.090, H135 1.090
128 C 17.674 -1.120 -20.111  C127 1.562, C129 1.489, N132 1.460, H136 1.090
129 C 17.489 -2.405 -20.841  C128 1.489, O130 1.359, H137 1.090, H138 1.090
130 O 18.738 -2.941 -20.829  C129 1.359, C131 1.351
131 C 18.814 -4.231 -21.227  O130 1.351, H139 1.090, H140 1.090, H141 1.090
132 N 16.446 -0.335 -20.192  C128 1.460, H142 1.010, H143 1.010
133 H 18.722 -2.103 -18.441  C127 1.090
134 H 17.003 -1.459 -18.126  C127 1.090
135 H 18.330 -0.371 -18.189  C127 1.090
136 H 18.464 -0.545 -20.595  C128 1.090
137 H 17.065 -2.391 -21.844  C129 1.090
138 H 16.773 -3.032 -20.311  C129 1.090
139 H 18.275 -4.479 -22.141  C131 1.090
140 H 18.392 -4.930 -20.504  C131 1.090
141 H 19.850 -4.565 -21.275  C131 1.090
142 H 16.685 0.626 -19.994  N132 1.010
143 H 15.984 -0.242 -21.085  N132 1.010
144 C 18.284 -2.251 -10.408  C145 1.571, H150 1.090, H151 1.090, H152 1.090
145 C 17.913 -1.140 -11.455  C144 1.571, C146 1.568, N149 1.476, H153 1.090
146 C 18.223 -1.456 -12.959  C145 1.568, O147 1.446, H154 1.090, H155 1.090
147 O 18.022 -0.204 -13.654  C146 1.446, C148 1.478
148 C 18.281 -0.431 -15.091  O147 1.478, H156 1.090, H157 1.090, H158 1.090
149 N 16.446 -1.042 -11.319  C145 1.476, H159 1.010, H160 1.010
150 H 18.054 -1.816 -9.435  C144 1.090
151 H 19.360 -2.426 -10.407  C144 1.090
152 H 17.811 -3.224 -10.543  C144 1.090
153 H 18.407 -0.195 -11.232  C145 1.090
154 H 17.505 -2.159 -13.382  C146 1.090
155 H 19.276 -1.680 -13.128  C146 1.090
156 H 17.786 0.358 -15.657  C148 1.090
157 H 17.913 -1.414 -15.385  C148 1.090
158 H 19.310 -0.540 -15.433  C148 1.090
159 H 16.052 -0.359 -11.950  N149 1.010
160 H 15.983 -1.934 -11.416  N149 1.010

Löwdin population analysis, charges in e, atoms 1 to 6: number 1, C, carries -0.058; number 2, O, carries -0.147; number 3, C, carries -0.194; number 4, C, carries -0.132; number 5, N, carries 0.196; number 6, C, carries -0.126